Model A:
{"formula": "CH3N4O", "method": "the ωB97M-V functional and the def2-TZVPD basis", "elements": ["C", "N", "N", "N", "N", "O", "H", "H", "H"], "xyz": [[2.662, 0.057, 0.059], [1.635, -0.627, -0.101], [0.348, -0.710, -0.095], [-0.278, 0.343, 0.152], [-1.720, 0.151, 0.024], [3.688, 0.523, -0.002], [-2.106, 0.668, 0.739], [-2.226, -0.787, 0.160], [-2.003, 0.381, -0.937]], "charge": 1, "smiles": "[NH3+]/N=N/N=C=O", "homo_lumo_gap_ev": 10.2}



Model B:
{"formula": "CH3N4O", "method": "the ωB97M-V functional and the def2-TZVPD basis", "elements": ["C", "N", "N", "N", "N", "O", "H", "H", "H"], "xyz": [[-0.278, 0.122, 0.834], [-0.763, -0.027, -1.528], [-0.518, 0.024, -0.303], [1.756, -0.023, -1.711], [0.060, 0.049, 2.076], [0.935, -0.018, -2.438], [-1.660, 0.066, -1.981], [0.450, -0.947, 2.380], [0.017, 0.754, 2.672]], "charge": 1, "homo_lumo_gap_ev": 8.0}



The winner here is model A, beating the second structure by 0.0938 hartree.